Below is a molecular structure, C43H51LuP2Si2 at a distorted geometry, with properties calculated with the ωB97M-V functional and the def2-TZVPD basis.

Results
E_tot: -4165.72313 hartree
Charge: +2
HOMO-LUMO gap (spin up / spin down): 4.66 / 4.69 eV

Last column: Mulliken charge in e.
Geometry (Å):
C -3.73665 -0.89184 -0.32378  -0.30
C -3.18901 0.19313 -1.04844  1.08
C -3.52830 0.33027 -2.41143  -0.52
C -4.32157 -0.62795 -3.03221  -0.64
C -4.88236 -1.67959 -2.30479  -0.74
C -4.58396 -1.80584 -0.94434  -0.81
P -2.18360 1.42187 -0.18987  1.67
C -2.17172 3.02980 -1.02718  1.04
C -1.70632 3.14705 -2.35666  -0.23
C -1.64975 4.40916 -2.94885  -0.92
C -1.99106 5.55256 -2.21568  -0.60
C -2.37141 5.44010 -0.87277  -0.79
C -2.43296 4.18383 -0.26633  -0.81
Lu 0.70878 0.78118 -0.91119  0.56
P 0.83329 -2.49495 -0.74739  1.94
C 0.13040 -2.55072 -2.39351  0.66
C -0.74086 -3.60743 -2.72562  -0.66
C -1.49248 -3.53519 -3.89680  -0.67
C -1.38794 -2.41573 -4.73161  -0.66
C -0.50461 -1.38253 -4.41100  -0.82
C 0.33465 -1.47824 -3.29965  0.11
C 2.59848 -2.77668 -0.66698  0.72
C 3.25547 -2.81429 0.58366  -0.91
C 4.64697 -2.90070 0.63361  -0.17
C 5.39697 -2.94444 -0.54787  -0.65
C 4.74314 -2.94828 -1.78524  -0.67
C 3.35490 -2.86061 -1.85311  -0.51
C -0.04560 -3.39170 0.51959  0.12
C -0.79392 -2.68498 1.48685  0.05
C -1.45006 -3.37865 2.50001  -1.07
C -1.41187 -4.77638 2.53360  -0.63
C -0.64584 -5.46805 1.59067  -0.79
C 0.04547 -4.79156 0.58453  -0.56
C -2.84432 1.60195 1.48985  -0.55
C -4.21252 1.55982 1.82215  -0.35
C -4.61690 1.67394 3.15866  -0.70
C -3.68482 1.84201 4.18666  -0.69
C -2.32882 1.90850 3.85444  -0.41
C -1.91599 1.81451 2.53162  -0.14
H 2.66866 -2.78415 1.50937  0.36
H 5.15760 -2.94216 1.59812  0.44
H 6.48671 -3.00404 -0.50519  0.44
H 5.31568 -3.04228 -2.70812  0.47
H 2.84355 -2.87247 -2.82037  0.44
H -0.81324 -4.47626 -2.06339  0.34
H -2.17261 -4.34707 -4.14618  0.47
H -1.99368 -2.37253 -5.63894  0.45
H -0.46442 -0.48506 -5.02873  0.47
H 1.19486 -0.78648 -3.21076  0.32
H -0.86302 -1.59536 1.44191  0.60
H -2.00279 -2.82826 3.26112  0.54
H -1.96826 -5.32538 3.29447  0.43
H -0.55826 -6.54884 1.63296  0.46
H 0.66231 -5.33117 -0.13946  0.51
H -4.97540 1.45123 1.04713  0.53
H -5.67561 1.60999 3.40499  0.44
H -4.00475 1.90427 5.22948  0.42
H -1.57741 2.02475 4.63388  0.47
H -0.84958 1.90742 2.31461  -0.05
H -1.40612 2.26054 -2.94050  0.48
H -1.34864 4.50258 -3.99631  0.44
H -1.97140 6.53313 -2.69741  0.43
H -2.63556 6.33002 -0.29887  0.46
H -2.69545 4.08292 0.78884  0.40
H -3.20298 1.20729 -2.96814  0.35
H -4.52414 -0.53785 -4.09750  0.49
H -5.55376 -2.38710 -2.79078  0.43
H -5.02109 -2.61773 -0.36230  0.44
H -3.51953 -1.00032 0.74249  0.50
H 0.67708 -1.11392 -0.24029  -0.65
H -0.67182 1.56139 0.25889  -0.97
C 3.29336 0.69769 -1.09948  -1.00
Si 2.80498 2.27993 -0.13508  -0.07
C 4.24297 3.31909 0.40142  -1.13
C 1.66641 3.10741 -1.43825  -1.14
C 1.49255 1.65318 1.05740  0.32
Si 2.25502 1.06201 2.65648  -0.07
C 2.52879 2.51856 3.81672  -1.15
C 1.15014 -0.16915 3.58780  -0.47
C 3.93634 0.22105 2.47872  -0.58
H 4.00230 1.07107 -1.85218  0.57
H 2.55431 0.08570 -1.71390  0.53
H 3.84120 -0.00997 -0.47191  -0.09
H 5.00368 3.36319 -0.39057  0.44
H 3.93619 4.35682 0.58904  0.38
H 4.76218 2.96318 1.29973  0.35
H 0.88202 2.56459 -2.05780  0.30
H 1.14937 3.96736 -0.99468  0.39
H 2.37204 3.47307 -2.19819  0.53
H 0.91827 2.53420 1.39478  0.69
H 1.58059 2.96996 4.13664  0.31
H 3.05291 2.19144 4.72506  0.36
H 3.14259 3.30661 3.36415  0.31
H 1.12558 -1.14426 3.08199  -0.04
H 1.54270 -0.32431 4.60768  0.46
H 0.11613 0.18901 3.68203  0.00
H 3.88608 -0.68923 1.87014  -0.31
H 4.71505 0.86726 2.05726  0.30
H 4.28603 -0.08589 3.47637  0.49